A structure of composition C27H35AsClMoN5O7SSe in a non-equilibrium geometry, computed with ωB97M-V/def2-TZVPD.

Structure (XYZ):
```
79
Properties=species:S:1:pos:R:3:lowdin_charge:R:1
Mo -1.406 1.488 -2.400 1.281
O -4.534 0.754 -4.178 -0.306
As -3.583 2.144 -3.741 1.111
O -3.484 3.151 -5.173 -0.210
O -0.415 1.237 -3.720 -0.409
C -4.717 3.199 -2.602 -0.303
C -5.989 3.517 -3.042 -0.053
C -6.827 4.292 -2.237 -0.014
C -6.397 4.754 -1.013 -0.007
C -5.116 4.443 -0.556 -0.007
C -4.288 3.675 -1.353 -0.296
S -2.725 3.248 -0.713 0.563
O -2.486 3.845 0.543 -0.196
O -1.710 3.525 -1.819 -0.434
O -2.690 1.729 -0.725 -0.536
H -5.066 0.882 -4.977 0.071
H -6.356 3.173 -4.002 0.122
H -7.823 4.535 -2.586 0.130
H -7.051 5.358 -0.401 0.131
H -4.769 4.790 0.405 0.129
C -1.317 -1.542 -5.265 0.010
N -0.510 -2.070 -4.165 -0.100
C 0.575 -2.904 -4.313 0.011
C 1.005 -3.225 -3.069 0.010
N 0.182 -2.579 -2.177 -0.097
C 0.273 -2.700 -0.719 0.002
C -0.732 -1.879 -2.861 -0.618
Se -2.116 -0.900 -2.044 0.855
H -1.333 -2.287 -6.056 0.111
H -0.877 -0.611 -5.628 0.097
H -2.328 -1.376 -4.896 0.072
H 0.932 -3.202 -5.280 0.144
H 1.808 -3.858 -2.745 0.143
H 1.086 -3.386 -0.498 0.107
H -0.659 -3.096 -0.317 0.107
H 0.485 -1.724 -0.286 0.065
C 4.885 1.660 2.003 -0.041
C 4.198 0.412 2.558 -0.508
C 4.979 -0.034 3.805 -0.035
C 4.310 -0.726 1.539 -0.044
C 2.731 0.733 2.989 -0.418
O 2.756 1.553 4.163 -0.012
C 1.902 -0.529 3.306 -0.080
C 1.053 -1.091 2.165 -0.169
C 0.486 -2.458 2.439 -0.256
C -0.852 -2.625 2.782 -0.034
C -1.371 -3.885 3.046 -0.090
C -0.536 -4.989 2.967 -0.661
Cl -1.172 -6.571 3.293 0.697
C 0.805 -4.850 2.631 -0.088
C 1.306 -3.586 2.372 -0.048
C 1.971 1.767 2.117 -0.010
N 1.535 1.453 0.743 -0.056
C 0.304 1.652 0.306 -0.097
N 0.223 1.283 -0.977 -0.067
C 1.498 0.894 -1.277 -0.165
N 2.310 0.991 -0.264 0.160
H 5.945 1.464 1.857 0.097
H 4.800 2.492 2.700 0.095
H 4.478 1.963 1.035 0.075
H 5.922 -0.482 3.497 0.100
H 4.452 -0.786 4.392 0.090
H 5.231 0.804 4.453 0.095
H 5.352 -0.819 1.237 0.096
H 3.732 -0.551 0.636 0.050
H 4.018 -1.685 1.969 0.076
H 3.239 1.090 4.863 0.105
H 1.256 -0.303 4.159 0.142
H 2.574 -1.325 3.637 0.114
H 1.667 -1.150 1.265 0.080
H 0.217 -0.420 1.953 0.106
H -1.504 -1.763 2.848 0.117
H -2.409 -4.011 3.315 0.111
H 1.441 -5.722 2.581 0.112
H 2.353 -3.478 2.117 0.115
H 2.541 2.692 2.086 0.141
H 1.034 1.967 2.638 0.146
H -0.506 2.011 0.918 0.144
H 1.809 0.558 -2.255 0.129
```

Results
orbital gap (alpha / beta): 5.89 / 4.15 eV
2S+1: 3
E_HOMO (alpha / beta): -12.97 / -12.97 eV
relative energy (zero: lowest compared OMol25 entry of this formula, charge and spin): 0.0 kcal/mol
LUMO energy (alpha / beta): -7.08 / -8.82 eV
charge: +2

---

A cluster of 3 separate species, C18H39FN3O2 in total in a non-equilibrium geometry, computed with ωB97M-V/def2-TZVPD.

Structure (XYZ):
```
63
Properties=species:S:1:pos:R:3:nbo_charge:R:1
C 1.787 3.552 -0.967 -0.259
O 0.741 4.500 -0.816 -0.556
C -0.242 4.403 -1.874 -0.160
C -1.597 3.828 -1.319 -0.174
C -1.928 2.428 -1.954 -0.505
C -0.797 1.374 -1.788 0.056
F -0.675 0.901 -0.463 -0.390
O -2.699 4.757 -1.748 -0.549
C -3.701 4.588 -0.895 0.598
N -4.725 4.255 -0.496 -0.526
H 2.679 3.931 -0.392 0.166
H 1.544 2.558 -0.502 0.176
H 2.125 3.442 -2.032 0.152
H -0.474 5.463 -2.179 0.180
H 0.121 3.843 -2.779 0.127
H -2.130 2.556 -3.062 0.154
H -2.894 2.076 -1.496 0.212
H 0.184 1.726 -2.197 0.160
H -1.079 0.490 -2.428 0.142
C -5.683 -0.321 1.113 -0.616
C -5.295 -1.794 1.097 -0.210
N -4.333 -2.122 0.059 -0.455
C -4.202 -3.550 -0.181 -0.201
C -3.664 -4.419 0.959 -0.634
C -3.083 -1.370 0.083 -0.222
C -2.254 -1.407 1.367 -0.641
H -6.019 0.008 0.127 0.218
H -6.504 -0.161 1.816 0.203
H -4.856 0.316 1.427 0.217
H -6.211 -2.368 0.918 0.185
H -4.936 -2.083 2.096 0.153
H -3.581 -3.710 -1.069 0.189
H -5.190 -3.935 -0.458 0.180
H -2.595 -4.271 1.111 0.202
H -3.806 -5.475 0.712 0.199
H -4.181 -4.233 1.901 0.202
H -3.312 -0.324 -0.139 0.213
H -2.452 -1.688 -0.753 0.194
H -2.853 -1.209 2.258 0.196
H -1.481 -0.636 1.320 0.240
H -1.743 -2.362 1.496 0.186
C 5.677 1.511 1.339 -0.616
C 4.885 0.235 1.592 -0.212
N 4.014 -0.129 0.489 -0.448
C 3.024 -1.139 0.837 -0.209
C 3.533 -2.526 1.236 -0.634
C 4.654 -0.301 -0.805 -0.216
C 5.799 -1.311 -0.909 -0.636
H 5.016 2.332 1.052 0.221
H 6.205 1.807 2.248 0.206
H 6.426 1.378 0.555 0.196
H 4.270 0.409 2.480 0.199
H 5.583 -0.576 1.850 0.151
H 2.315 -1.247 0.011 0.201
H 2.427 -0.749 1.668 0.195
H 3.909 -3.083 0.377 0.195
H 2.710 -3.110 1.658 0.210
H 4.318 -2.478 1.993 0.199
H 5.035 0.673 -1.128 0.191
H 3.894 -0.551 -1.552 0.200
H 6.539 -1.186 -0.115 0.200
H 6.321 -1.175 -1.860 0.206
H 5.441 -2.340 -0.890 0.200
```

Results
orbital gap: 4.86 eV
2S+1: 1
E_HOMO: -2.28 eV
LUMO energy: 2.58 eV
charge: -1

---

The molecule C5H6N2O in a non-equilibrium geometry, computed with ωB97M-V/def2-TZVPD.

Structure (XYZ):
```
14
Properties=species:S:1:pos:R:3:nbo_charge:R:1
C 0.266 -1.591 -0.771 -0.074
N 0.811 -0.444 -1.221 -0.183
N 0.628 0.645 -0.481 -0.234
C 0.265 2.101 -0.656 -0.186
C -0.592 1.114 -0.024 -0.139
C -0.948 0.023 1.114 0.068
O 0.227 -0.735 1.540 -0.440
C -0.476 -1.287 0.552 0.027
H 0.296 -2.347 -1.554 0.230
H 0.869 2.836 -0.303 0.197
H 0.031 2.549 -1.558 0.194
H -1.365 1.076 -0.686 0.162
H -1.735 0.277 1.836 0.210
H -1.074 -2.072 0.566 0.167
```

Results
orbital gap: 9.26 eV
2S+1: 1
E_HOMO: -8.37 eV
relative energy (zero: lowest compared OMol25 entry of this formula, charge and spin): 170.0 kcal/mol
SMILES string: C1=NN2C[C@@H]2[C@@H]2O[C@H]12
LUMO energy: 0.89 eV